20
Properties=species:S:1:pos:R:3:forces:R:3 method="wB97M-V/def2-TZVPD" molar_mass_g_mol=99.18 e_lumo_ev="-2.832 / -7.047" energy_ev=-7914.717 s2=0.754 charge=+1 multiplicity=2
C -0.3749 -1.1431 -0.2897 0.7380 0.6151 -0.2037
N 0.1565 -0.0555 0.5486 -1.3904 2.0955 -1.2911
C 1.4650 0.5804 0.5010 1.5857 -1.6366 0.0827
C 2.5922 -0.3930 0.1015 -1.0657 -0.0635 0.6162
C -0.9207 0.9556 0.7620 -0.1278 0.2402 -0.6606
C -2.0978 0.5953 -0.1514 -0.6679 -1.4035 0.6781
C -1.5931 -0.5465 -1.0446 1.1138 -0.4831 0.5662
H 0.4165 -1.4778 -0.9590 -0.0202 -0.2351 0.1854
H -0.6677 -1.9492 0.3688 -0.0609 -0.3457 0.2964
H 1.6816 0.9939 1.4893 -0.3342 0.2195 -0.0286
H 1.4428 1.3855 -0.2358 -0.3924 0.2185 0.1194
H 3.5617 0.0112 0.3729 0.0577 0.1944 -0.3888
H 2.4732 -0.6100 -0.9571 0.5547 -0.1205 -0.0307
H 2.4794 -1.3079 0.6884 0.0725 -0.0780 -0.1819
H -0.5788 1.9354 0.4295 0.5859 -0.0331 0.4337
H -1.1356 0.9959 1.8249 -0.1677 0.0397 0.1726
H -2.5197 1.3856 -0.7628 0.3120 0.3800 0.2453
H -2.8986 0.2321 0.4980 -0.1129 -0.0131 -0.2767
H -1.2157 -0.2003 -2.0047 -0.2826 0.0898 -0.0876
H -2.2662 -1.3875 -1.1797 -0.3977 0.3196 -0.2462